Record 1
18
Properties=species:S:1:pos:R:3:forces:R:3:nbo_charge:R:1 method="wB97M-V/def2-TZVPD" e_homo_ha=-0.2431 lumo_ev=1.06 total_charge=0 spin_multiplicity=1
C -0.360 -0.775 -1.532 1.6 -1.9 -0.3 -0.1807
C 0.806 -1.120 -0.322 -3.4 -2.1 -2.0 -0.4541
C 0.444 -0.165 0.702 -1.9 1.9 1.8 0.0373
C -0.799 -0.132 1.248 1.7 -0.5 -0.6 -0.0676
N -1.341 0.922 1.942 -3.1 -0.6 0.3 -0.8363
N 1.277 0.938 0.877 3.3 -2.1 -0.3 -0.8838
N -0.219 0.565 -2.072 0.3 0.8 2.2 -0.8384
H -1.400 -0.851 -1.085 1.5 -0.5 -0.5 0.1875
H -0.160 -1.519 -2.409 -0.8 1.0 1.5 0.1726
H 0.492 -2.127 0.059 0.6 0.5 -0.5 0.2167
H 1.825 -1.189 -0.716 -0.2 0.4 0.2 0.2149
H -1.494 -0.909 1.039 -0.4 -0.6 -0.2 0.1843
H -2.290 0.718 2.355 2.0 0.6 -0.5 0.3858
H -0.776 1.565 2.419 0.8 0.6 0.8 0.3771
H 2.282 0.592 0.761 -2.0 2.0 0.3 0.3899
H 0.990 1.884 0.943 0.1 0.5 0.0 0.3940
H 0.374 0.507 -2.846 1.0 0.1 -1.5 0.3448
H 0.348 1.095 -1.365 -1.0 -0.2 -0.9 0.3562

***

Record 2
18
Properties=species:S:1:pos:R:3:forces:R:3:nbo_charge:R:1 method="wB97M-V/def2-TZVPD" e_homo_ha=-0.2322 lumo_ev=0.60 total_charge=0 spin_multiplicity=1
C -0.646 -1.441 1.077 0.2 0.1 0.1 -0.6676
C -0.474 -0.477 -0.058 -0.8 -0.5 -0.8 0.2066
C 2.348 0.338 0.286 -0.2 0.2 0.3 -0.1029
C -0.264 -0.843 -1.335 0.5 0.5 0.9 -0.5016
N 1.399 0.779 0.956 -0.5 0.3 0.1 -0.7816
H -1.698 -1.719 1.209 0.0 0.0 0.0 0.2085
H -0.082 -2.349 0.871 0.0 0.0 0.0 0.2413
H -0.274 -1.028 2.015 0.0 0.1 -0.1 0.2412
H 3.396 0.613 0.483 0.2 0.0 -0.1 0.1150
H 2.213 -0.383 -0.559 0.0 -0.1 -0.1 0.0810
H -0.164 -0.131 -2.140 -0.3 0.1 -0.1 0.1996
H 0.052 -1.850 -1.556 -0.1 -0.1 0.1 0.2207
N -0.955 1.912 -0.668 -0.5 0.5 -0.8 -0.6410
N -0.995 0.861 0.295 1.2 0.8 0.6 -0.4657
H -1.694 1.827 -1.362 -0.2 -0.4 0.3 0.3563
H -0.108 1.892 -1.238 0.3 -0.3 0.9 0.3837
H -1.934 0.813 0.701 0.2 0.1 -0.2 0.3992
H -0.120 1.185 1.023 0.0 -1.3 -1.0 0.5072

***

Record 3
18
Properties=species:S:1:pos:R:3:forces:R:3:nbo_charge:R:1 method="wB97M-V/def2-TZVPD" e_homo_ha=-0.3085 lumo_ev=0.94 smiles="C/C(N)=C(/C)NN" total_charge=0 spin_multiplicity=1
C 0.746 1.866 0.220 -0.3 0.1 -0.2 -0.6566
C 0.021 -2.046 -0.332 0.3 0.0 -0.6 -0.6751
N -1.545 0.035 -0.632 2.1 -0.9 -0.5 -0.5082
C 0.829 0.414 -0.055 5.1 -2.7 0.1 0.1196
C 0.028 -0.559 -0.356 -6.5 1.8 0.1 0.1942
N -2.463 0.030 0.415 -0.7 -0.1 1.6 -0.6899
N 2.331 -0.338 -0.021 -2.5 2.2 0.0 -0.8707
H -1.495 0.956 -1.068 0.3 -0.5 0.1 0.3275
H -2.662 0.894 0.921 1.0 0.1 -0.2 0.3258
H -3.410 -0.291 0.223 0.6 -0.5 -0.9 0.3441
H 2.394 -0.809 0.880 0.2 0.4 -0.1 0.3542
H 3.015 0.415 -0.073 0.0 -0.3 0.3 0.3509
H 1.053 2.081 1.248 0.0 -0.1 -0.1 0.2292
H 1.404 2.426 -0.451 -0.1 0.0 0.1 0.2239
H -0.287 2.216 0.095 0.4 0.0 0.0 0.2238
H 0.888 -2.449 -0.860 0.1 0.1 0.2 0.2427
H -0.870 -2.417 -0.847 0.1 0.2 0.2 0.2395
H 0.021 -2.426 0.693 0.0 0.1 -0.1 0.2252

***

Record 4
18
Properties=species:S:1:pos:R:3:forces:R:3:nbo_charge:R:1 method="wB97M-V/def2-TZVPD" e_homo_ha=-0.3001 lumo_ev=0.89 smiles="CC/C(=N/N)NC" total_charge=0 spin_multiplicity=1
C -2.331 0.072 -0.465 -1.0 -1.7 -1.9 -0.6656
C -1.518 -0.424 0.678 2.1 -2.8 5.2 -0.4929
C -0.008 -0.498 0.311 -4.0 4.2 -1.2 0.3380
C 1.611 1.419 0.302 0.6 2.7 -2.5 -0.3920
H -1.885 -0.652 -1.398 -1.0 2.8 2.0 0.2309
H -1.956 1.241 -0.341 -2.1 -2.6 -1.6 0.2231
H -3.561 -0.323 -0.553 3.6 2.1 0.8 0.2493
H -1.766 0.029 1.855 0.9 -0.5 -3.6 0.1996
H -1.337 -1.505 1.038 -2.4 0.7 -1.0 0.2558
H -0.269 1.273 -0.803 2.8 -1.7 2.0 0.3912
H 1.397 1.888 1.340 0.5 -0.3 -1.9 0.1872
H 2.461 0.757 0.340 0.4 0.0 0.6 0.1999
H 1.924 2.181 -0.730 -0.7 -1.4 3.8 0.1845
H 2.017 -0.755 -0.807 -0.2 1.3 -0.8 0.3522
H 2.416 -2.336 -0.433 -3.0 2.5 1.1 0.3447
N 0.539 0.688 -0.289 -2.9 0.7 -1.2 -0.7196
N 0.512 -1.617 0.099 -2.1 -1.2 2.4 -0.2546
N 1.753 -1.437 -0.141 8.6 -5.0 -2.2 -0.6319

***

Record 5
18
Properties=species:S:1:pos:R:3:forces:R:3:nbo_charge:R:1 method="wB97M-V/def2-TZVPD" e_homo_ha=-0.3286 lumo_ev=0.89 total_charge=0 spin_multiplicity=1
C -1.266 0.268 1.285 0.0 -0.1 0.3 -0.2268
C -0.845 -1.788 -0.193 -0.1 0.2 0.0 -0.6166
C 0.955 0.038 0.087 0.5 0.6 0.0 0.4522
C -0.462 -0.386 0.213 -1.1 0.5 0.0 -0.0082
N 1.243 1.249 0.370 -0.1 0.3 -0.1 -0.7560
N 1.864 -0.906 -0.311 0.0 -0.2 -0.1 -0.8161
N -1.517 0.659 -0.080 0.3 -0.7 -0.1 -0.5761
H 1.564 -1.774 -0.718 -0.1 0.1 0.0 0.3943
H 0.363 2.819 -1.073 -0.8 0.5 -1.2 0.0171
H 2.199 1.509 0.147 0.1 -0.2 0.2 0.3356
H 2.782 -0.594 -0.581 -0.1 0.0 0.1 0.3897
H -1.142 1.585 -0.268 0.5 -0.3 0.0 0.3821
H -0.049 3.083 -1.693 0.7 -0.4 1.0 -0.0293
H -2.064 -0.307 1.742 0.0 -0.1 0.1 0.1873
H -0.755 0.955 1.948 0.1 0.0 -0.1 0.2163
H -0.439 -2.517 0.509 0.0 -0.1 0.0 0.2125
H -0.504 -2.025 -1.201 0.0 -0.1 -0.1 0.2031
H -1.930 -1.869 -0.184 0.0 0.0 0.0 0.2387

***

Record 6
18
Properties=species:S:1:pos:R:3:forces:R:3:lowdin_spin:R:1 method="wB97M-V/def2-TZVPD" e_homo_ha="-0.5703 / -0.5597" lumo_ev="-3.63 / -7.61" total_charge=+1 spin_multiplicity=2
C 2.591 -0.909 0.472 -0.3 -0.1 1.6 0.0007
C 2.188 0.439 -0.086 0.2 -0.6 -1.6 0.0013
C 0.736 0.535 -0.645 2.4 -0.5 -0.4 0.0225
N -0.189 -0.053 0.278 0.4 0.8 0.6 0.1368
C -1.481 -0.127 0.060 0.8 2.0 -0.3 0.0599
N -1.903 0.295 -1.147 -1.1 -0.5 0.7 0.0667
N -2.339 -0.243 1.096 -0.7 -0.7 0.0 0.6747
H 2.086 -1.015 1.447 -0.3 -0.4 -0.2 0.0000
H 2.370 -1.783 -0.137 -0.1 0.2 -0.2 0.0001
H 3.615 -1.005 0.833 0.2 0.4 -0.6 0.0000
H 2.358 1.266 0.603 0.0 -0.2 0.2 0.0001
H 2.773 0.663 -0.984 0.3 0.1 0.2 -0.0002
H 0.589 0.039 -1.609 0.3 -0.2 0.1 0.0075
H 0.799 1.611 -0.867 -1.8 0.1 0.4 0.0120
H 0.186 -0.284 1.191 -0.2 0.0 0.0 0.0013
H -2.912 0.332 -1.224 0.1 0.1 -0.2 -0.0003
H -1.395 1.065 -1.560 0.0 -0.2 -0.3 -0.0007
H -1.799 -0.184 1.962 -0.2 -0.4 0.1 0.0175

***

Record 7
18
Properties=species:S:1:pos:R:3:forces:R:3:nbo_charge:R:1 method="wB97M-V/def2-TZVPD" e_homo_ha=-0.7228 lumo_ev=-8.22 total_charge=+2 spin_multiplicity=1
C 2.216 -0.283 0.007 0.4 0.5 -0.2 0.4974
C -1.392 0.143 -0.168 0.2 -0.3 0.1 0.5809
C 1.971 -1.523 0.095 0.1 -1.1 0.1 -0.4245
C -1.674 0.555 1.223 -0.3 0.2 0.4 -0.7116
N 2.565 0.915 -0.119 0.3 0.4 0.1 -0.6403
N -1.785 -1.039 -0.576 -0.2 -0.2 -0.1 -0.7015
N -0.675 0.937 -0.956 -0.3 0.1 -0.4 -0.7508
H 1.111 -1.998 0.536 -0.3 0.2 0.2 0.3018
H 2.720 -2.224 -0.273 0.2 0.1 -0.1 0.3343
H -0.632 0.750 -1.952 0.0 0.0 0.1 0.4284
H -1.646 -0.287 1.913 0.1 -0.1 -0.1 0.2726
H -2.690 0.959 1.274 0.0 0.0 -0.1 0.3044
H -1.002 1.334 1.574 0.1 0.0 0.0 0.2583
H 3.130 1.382 0.597 -0.1 -0.1 0.0 0.4712
H 2.405 1.449 -0.975 0.0 -0.2 0.1 0.4578
H -2.328 -1.636 0.038 0.0 0.1 0.0 0.4486
H -1.719 -1.345 -1.540 0.0 0.1 0.0 0.4358
H -0.576 1.911 -0.699 -0.1 -0.1 0.1 0.4372

***

Record 8
19
Properties=species:S:1:pos:R:3:forces:R:3:nbo_charge:R:1 method="wB97M-V/def2-TZVPD" e_homo_ha=-0.3247 lumo_ev=0.77 smiles="C[C@H](NCN)C(N)=O" total_charge=0 spin_multiplicity=1
O 1.091 -1.784 -0.929 -0.1 0.0 0.1 -0.6048
C 1.008 -0.685 -0.415 -0.4 -0.2 -0.8 0.6576
N 1.637 0.361 -1.035 0.2 0.3 -0.7 -0.8316
C 0.280 -0.470 0.898 -0.2 0.4 1.2 -0.1589
C -0.486 -1.713 1.353 -0.2 -0.4 0.3 -0.6318
N -0.573 0.725 1.085 0.8 0.0 -1.4 -0.6055
C -1.495 0.975 -0.045 -0.3 0.8 1.2 -0.0602
N -1.077 1.918 -1.072 0.4 0.6 -0.7 -0.8663
H 1.621 1.344 -0.835 -0.4 -0.2 0.7 0.3805
H 1.738 0.191 -2.025 0.3 -0.2 0.1 0.4030
H 1.145 -0.382 1.569 -0.2 0.3 0.3 0.2201
H -1.570 -1.651 1.467 0.0 0.7 -0.7 0.2182
H -0.265 -2.508 0.653 0.1 -0.4 0.3 0.2465
H -0.235 -1.954 2.388 0.5 -0.3 -0.2 0.2140
H -0.012 1.563 1.176 0.1 0.0 0.3 0.3479
H -2.366 1.421 0.440 -0.4 -0.3 -0.3 0.1777
H -1.759 0.028 -0.494 -0.1 -0.3 0.0 0.1804
H -0.154 2.324 -1.008 0.1 -0.5 0.2 0.3462
H -1.682 2.718 -1.199 -0.3 -0.3 0.3 0.3668

***

Record 9
19
Properties=species:S:1:pos:R:3:forces:R:3:nbo_charge:R:1 method="wB97M-V/def2-TZVPD" e_homo_ha=-0.2446 lumo_ev=0.87 total_charge=0 spin_multiplicity=1
C 0.090 0.771 -0.832 5.0 0.7 0.8 0.0114
C -0.550 1.013 0.407 -6.4 -2.1 0.4 -0.4561
C 1.845 0.641 0.315 -0.3 0.3 -2.2 -0.3057
C -2.291 0.088 0.203 1.5 2.0 1.6 0.6549
N -2.198 -1.247 0.424 0.2 -0.1 -0.2 -0.8588
N 0.188 -0.403 -1.544 -1.5 -0.3 0.6 -0.8409
N 1.867 -0.771 0.640 0.2 0.4 0.0 -0.8812
O -3.333 0.707 0.188 0.4 -0.5 -0.5 -0.6340
H 0.124 1.657 -1.471 0.1 -0.3 0.1 0.2051
H -1.292 -1.693 0.393 -0.4 0.0 0.2 0.3865
H -3.046 -1.803 0.466 0.3 0.1 -0.1 0.3967
H 0.109 -1.262 -0.991 0.6 0.5 -1.0 0.3935
H 0.587 -0.341 -2.469 0.0 -0.5 0.4 0.3987
H 2.554 -1.266 0.076 -0.3 0.1 0.2 0.3705
H 2.102 -0.934 1.611 -0.1 0.0 -0.1 0.3709
H -0.318 0.611 1.383 0.6 -0.5 -0.2 0.2066
H -0.962 2.007 0.521 0.3 0.3 -0.1 0.2387
H 2.531 0.921 -0.487 0.3 -0.2 0.2 0.1658
H 1.993 1.306 1.166 -0.5 -0.1 0.0 0.1775

***

Record 10
19
Properties=species:S:1:pos:R:3:forces:R:3:nbo_charge:R:1 method="wB97M-V/def2-TZVPD" e_homo_ha=-0.2818 lumo_ev=0.86 total_charge=0 spin_multiplicity=1
C -0.834 0.314 -0.700 0.2 -0.2 0.2 0.1364
C -1.876 1.051 0.150 0.0 0.0 -0.2 -0.6562
C 1.967 -0.713 2.098 -0.1 0.0 -0.2 -0.4157
N 0.924 -0.396 1.106 0.1 -0.1 0.1 -0.6805
C 0.870 -0.925 -0.075 0.0 0.1 -0.1 0.6617
N -0.336 1.190 -1.740 -0.1 -0.1 0.0 -0.8752
O -1.427 -0.822 -1.318 0.0 0.2 0.0 -0.7503
N 1.351 -1.573 -0.999 -0.1 0.2 0.2 -0.7300
H -1.990 -0.484 -2.033 0.1 0.0 0.1 0.4650
H 0.005 0.225 0.553 -0.1 0.0 -0.2 0.4326
H -0.082 2.102 -1.382 0.0 -0.1 0.0 0.3634
H 0.478 0.784 -2.191 0.0 0.0 0.0 0.3714
H 0.714 -2.078 -1.605 0.0 0.0 0.0 0.4156
H -1.452 1.917 0.668 0.0 0.0 0.0 0.2064
H -2.689 1.406 -0.495 0.0 0.0 0.0 0.2133
H -2.295 0.373 0.894 0.0 0.0 0.0 0.2249
H 2.904 -0.202 1.861 -0.1 0.0 0.0 0.1992
H 2.151 -1.788 2.135 0.0 0.1 0.0 0.2088
H 1.616 -0.379 3.073 0.0 0.0 -0.1 0.2094

***

Computed values of relative energy (zero: lowest compared OMol25 entry of this formula, charge and spin) (unit: eV) for the preceding records, in sequence: 2.875 5.818 4.312 7.385 2.619 1.323 0.000 1.446 4.464 5.149.
Computed values of electronic energy (unit: eV) for the preceding records, in sequence: -8794.7443 -8791.8012 -8793.3072 -8790.2343 -8795.0002 -8788.0879 -8779.1215 -10843.7650 -10840.7475 -10840.0624.
Computed values of maximum force (unit: eV/A) for the preceding records, in sequence: 4.471 1.685 6.772 10.157 1.464 2.504 1.069 1.617 6.741 0.386.